{"formula": "C33H23Cl2CoN5O4S", "method": "ωB97M-V/def2-TZVPD", "molar_mass_g_mol": 715.48, "multiplicity": 2, "energy_ha": -4547.495452, "s_squared": 0.7650, "fmax_ev_per_a": 3.503, "total_charge": 0, "species": ["Co", "O", "C", "N", "C", "O", "C", "C", "C", "C", "C", "N", "C", "C", "C", "C", "C", "N", "H", "H", "H", "H", "H", "H", "H", "H", "Cl", "C", "C", "C", "C", "C", "Cl", "C", "N", "C", "C", "C", "C", "C", "C", "C", "C", "O", "O", "H", "H", "H", "H", "H", "H", "H", "H", "H", "H", "S", "C", "N", "C", "C", "C", "C", "C", "C", "H", "H", "H", "H", "H"], "xyz": [[0.08, 0.46, 0.47], [-1.74, -2.09, -2.28], [-1.42, -1.28, -1.43], [-0.18, -1.09, -0.87], [0.78, -1.96, -1.34], [0.62, -2.83, -2.17], [2.16, -1.79, -0.76], [3.19, -2.50, -1.37], [4.47, -2.40, -0.86], [4.66, -1.61, 0.27], [3.57, -0.96, 0.81], [2.34, -1.03, 0.31], [-2.47, -0.33, -0.92], [-3.76, -0.44, -1.44], [-4.74, 0.43, -1.00], [-4.38, 1.40, -0.07], [-3.07, 1.42, 0.39], [-2.13, 0.57, -0.01], [2.96, -3.11, -2.23], [5.30, -2.93, -1.30], [5.64, -1.50, 0.72], [3.70, -0.36, 1.70], [-3.95, -1.22, -2.17], [-5.75, 0.38, -1.38], [-5.08, 2.13, 0.30], [-2.79, 2.16, 1.13], [3.21, 6.82, 0.11], [2.63, 6.13, -1.38], [3.42, 6.21, -2.51], [2.96, 5.66, -3.69], [1.74, 5.02, -3.72], [0.96, 4.93, -2.58], [-0.50, 4.01, -2.63], [1.37, 5.51, -1.37], [0.64, 5.44, -0.22], [-0.73, 5.62, -0.10], [-1.41, 6.41, -1.03], [-2.77, 6.63, -0.90], [-3.46, 6.08, 0.17], [-2.79, 5.30, 1.09], [-1.43, 5.05, 0.98], [-0.72, 4.15, 1.95], [-0.51, 2.75, 1.36], [-0.09, 2.61, 0.19], [-0.75, 1.75, 2.09], [4.37, 6.71, -2.46], [3.57, 5.72, -4.58], [1.38, 4.56, -4.63], [1.18, 5.45, 0.63], [-0.86, 6.85, -1.84], [-3.28, 7.23, -1.63], [-4.52, 6.26, 0.28], [-3.33, 4.86, 1.92], [-1.29, 4.04, 2.88], [0.27, 4.54, 2.20], [3.10, 2.42, 3.38], [1.89, 1.29, 2.88], [1.74, 1.15, 1.61], [2.59, 1.95, 0.89], [2.67, 2.03, -0.49], [3.58, 2.88, -1.06], [4.44, 3.64, -0.26], [4.38, 3.58, 1.12], [3.45, 2.73, 1.70], [1.31, 0.75, 3.60], [1.99, 1.43, -1.09], [3.64, 2.98, -2.13], [5.16, 4.29, -0.72], [5.03, 4.18, 1.73]]}

=====

{"formula": "C33H23MnNO6P2S2", "method": "ωB97M-V/def2-TZVPD", "molar_mass_g_mol": 710.57, "multiplicity": 2, "energy_ha": -4407.765408, "s_squared": 0.7839, "fmax_ev_per_a": 2.369, "total_charge": -2, "species": ["Mn", "S", "P", "C", "P", "S", "C", "C", "C", "C", "C", "C", "C", "C", "C", "C", "C", "C", "C", "C", "C", "C", "C", "C", "C", "C", "C", "C", "C", "C", "H", "H", "H", "H", "H", "H", "H", "H", "H", "H", "H", "H", "H", "H", "H", "H", "H", "H", "H", "H", "O", "C", "C", "C", "N", "C", "C", "C", "O", "O", "C", "O", "O", "H", "H", "H", "O", "C"], "xyz": [[1.76, 2.24, -0.70], [-1.06, 3.65, 1.58], [-0.81, 1.71, 1.30], [-0.11, 1.24, -0.26], [-1.12, 0.89, -1.67], [-1.66, 2.43, -2.76], [-2.58, -0.21, -1.47], [-2.48, -1.60, -1.41], [-3.61, -2.39, -1.33], [-4.87, -1.80, -1.29], [-4.98, -0.42, -1.36], [-3.85, 0.37, -1.46], [-0.13, -0.30, -2.67], [-0.21, -0.28, -4.06], [0.44, -1.24, -4.81], [1.17, -2.25, -4.19], [1.26, -2.27, -2.81], [0.62, -1.30, -2.05], [-2.30, 0.85, 1.92], [-2.29, -0.51, 2.23], [-3.41, -1.10, 2.78], [-4.56, -0.36, 3.03], [-4.56, 1.00, 2.73], [-3.44, 1.60, 2.18], [0.37, 1.04, 2.53], [1.03, -0.17, 2.32], [1.84, -0.72, 3.30], [2.01, -0.06, 4.51], [1.37, 1.15, 4.73], [0.55, 1.69, 3.75], [-1.50, -2.06, -1.46], [-3.51, -3.46, -1.28], [-5.75, -2.42, -1.21], [-5.96, 0.04, -1.33], [-3.92, 1.45, -1.54], [-0.78, 0.51, -4.53], [0.39, -1.21, -5.89], [1.68, -3.00, -4.78], [1.84, -3.04, -2.31], [0.71, -1.29, -0.97], [-1.40, -1.09, 2.04], [-3.40, -2.16, 3.01], [-5.44, -0.83, 3.45], [-5.45, 1.59, 2.92], [-3.44, 2.66, 1.96], [0.91, -0.67, 1.36], [2.36, -1.65, 3.12], [2.66, -0.47, 5.27], [1.51, 1.68, 5.66], [0.03, 2.63, 3.91], [5.69, -2.30, -0.58], [4.83, -1.23, -0.60], [4.56, -0.51, 0.55], [3.65, 0.54, 0.48], [3.01, 0.80, -0.66], [3.36, 0.19, -1.79], [4.27, -0.85, -1.81], [2.75, 0.88, -2.99], [2.98, 0.51, -4.13], [2.06, 1.92, -2.64], [3.41, 1.61, 1.50], [4.02, 1.64, 2.55], [2.57, 2.49, 1.07], [5.97, -2.43, 0.33], [5.05, -0.71, 1.50], [4.51, -1.34, -2.74], [0.43, 4.85, -1.12], [0.93, 3.85, -0.90]]}